Entry P
The following is a quantum chemistry calculation of a cluster of 2 separate species, C6H14N2O2 in total, from the OMol25 dataset.

```
24
C6H14N2O2 ωB97M-V/def2-TZVPD
O 0.92415 -0.41973 2.96151
H 1.50700 1.82547 2.14530
H 2.14937 -1.26095 0.19718
H 0.13883 -2.85424 0.93080
H -1.12838 2.35734 0.33336
O 0.04795 1.65997 -1.74816
H 2.73769 1.43163 1.09958
H 1.16503 1.52116 0.47602
N -2.00884 0.86988 -0.96069
H -2.50022 0.04489 -1.04381
C -0.98899 0.96017 -1.82720
H -1.86071 0.52665 1.10003
C -1.12120 0.03203 -3.18167
C 1.48111 -0.26523 1.85904
C 1.74309 1.12794 1.25169
H 1.81212 -3.47124 0.84940
H -0.50386 0.52567 -3.78952
H -2.83254 2.15125 0.50853
C 1.14226 -2.74678 1.38781
N 1.62459 -1.36489 1.06726
H -2.05389 -0.29741 -3.35760
C -1.92485 1.49755 0.33970
H -0.44333 -1.01207 -3.05153
H 0.89362 -2.83906 2.45297
```

Summary:
E_LUMO = 0.56 eV
HOMO-LUMO gap = 10.0 eV
structure (SMILES) = CNC(C)=O.CNC(C)=O
HOMO = -9.4 eV

=====

Entry Q
The following is a quantum chemistry calculation of a cluster of 2 separate species, C6H14N2O2 in total, from the OMol25 dataset.

```
24
C6H14N2O2 ωB97M-V/def2-TZVPD
C 1.66128 1.30048 -0.83703
H -2.46130 -0.05803 2.48834
H 0.64984 2.55400 0.56178
N 1.19333 1.72882 0.37602
H -1.76396 -2.69733 -1.25435
C 1.10270 1.77702 -2.19620
H 0.43793 0.94781 -2.39919
H 2.42131 2.11128 2.01721
H 1.23466 0.95137 2.39349
C 1.91541 1.24380 1.57652
H 1.99439 1.90610 -2.82164
C -0.72095 -2.51545 -0.93799
H -2.42898 0.92300 1.18336
O -3.05078 -1.65065 0.38442
N -0.76531 -1.51085 0.11950
H 2.48868 0.33127 1.40310
H -0.22221 -3.46397 -0.72736
C -1.98639 -1.12726 0.62355
H -0.10842 -0.75255 0.01907
C -1.88648 0.05251 1.55603
H -0.17767 -2.05467 -1.80568
O 2.45338 0.36966 -0.87106
H -0.91224 0.27922 2.02174
H 0.75566 2.82143 -2.23007
```

Summary:
E_LUMO = 0.59 eV
HOMO-LUMO gap = 10.3 eV
structure (SMILES) = CNC(C)=O.CNC(C)=O
HOMO = -9.7 eV

=====

The energy of each structure relative to the most stable one, in kJ/mol, is as follows: entry P 155.4; entry Q 0.0.

=====

Entry P
The following is a quantum chemistry calculation of a cluster of 2 separate species, C6H14N2O2 in total, from the OMol25 dataset.

```
24
C6H14N2O2 ωB97M-V/def2-TZVPD
H 2.94398 -2.00036 1.43411
H -1.90439 1.10926 -3.04369
C -2.17636 0.05373 -1.51669
H 1.38388 -3.45746 0.38250
H -0.57150 2.99168 -1.40120
C 2.55990 -1.09495 0.85225
C -0.21955 2.13042 1.18699
N -1.12160 2.13324 -1.63598
H 2.28353 -0.27237 1.49876
H 1.04518 -0.66668 -0.45844
O -2.45754 -0.97836 -0.99282
H -0.53981 3.05187 0.89984
H -0.29092 1.93344 2.31649
O -2.35437 0.29166 -2.84363
C -1.10896 1.03279 0.57075
H 0.03892 -2.45900 1.05370
N 1.46776 -1.49007 -0.05287
C -1.56777 1.26997 -0.81109
H 0.81590 1.95019 0.99512
H -0.50992 0.07644 0.59261
H 3.40060 -0.72657 0.12548
C 0.68194 -2.60998 0.22047
H -1.92222 0.73752 1.18136
H 0.12333 -3.00640 -0.55403
```

Summary:
E_LUMO = 0.07 eV
HOMO-LUMO gap = 8.4 eV
structure (SMILES) = [H]/N=C(\CC)C(=O)O.CNC
HOMO = -8.3 eV

=====

Entry Q
The following is a quantum chemistry calculation of a cluster of 2 separate species, C6H14N2O2 in total, from the OMol25 dataset.

```
24
C6H14N2O2 ωB97M-V/def2-TZVPD
N 1.00199 1.60556 0.13914
H 1.57933 -1.76555 0.89573
H -1.46105 1.63891 -1.25961
C 0.68904 -1.96360 1.52152
H 2.40868 3.10210 0.06243
C -1.83827 -2.26294 -1.27504
C -1.32882 2.12995 -0.29586
H 0.83391 -1.42224 2.44552
O 0.51339 3.69704 -0.66280
C 0.11549 2.59898 -0.35296
H 0.70075 -3.01958 1.76115
H 3.02721 1.53317 -0.62097
H 2.98610 1.75161 1.03972
H -1.96182 3.02238 -0.18900
H -1.47665 -2.47536 -2.30897
H -2.37564 -3.20753 -1.08831
N -0.60559 -2.22473 -0.47298
H -1.38131 1.57499 0.65010
C -0.66612 -1.81869 0.80554
H -2.48699 -1.42101 -1.11477
H 0.20991 -2.49421 -0.98986
H 0.71360 0.68920 -0.17101
C 2.41642 2.00877 0.14084
O -1.61356 -1.27724 1.34044
```

Summary:
E_LUMO = 0.48 eV
HOMO-LUMO gap = 10.0 eV
structure (SMILES) = CNC(C)=O.CNC(C)=O
HOMO = -9.5 eV

=====

Entry R
The following is a quantum chemistry calculation of a cluster of 2 separate species, C6H14N2O2 in total, from the OMol25 dataset.

```
24
C6H14N2O2 ωB97M-V/def2-TZVPD
H 2.06033 -1.54281 0.36594
C -1.67342 -0.62135 -1.76094
H -1.33238 1.54601 -2.22294
H 0.64683 0.34879 2.18553
H -3.21465 -1.64721 0.36641
C -1.19515 0.54709 -2.63022
O 3.12256 0.65244 0.12748
C 1.45946 2.27866 0.71970
C -2.09108 -1.50021 0.43591
H 0.98898 -1.89823 2.08172
H -0.08832 0.43212 -2.73121
H 0.56387 2.40112 1.42469
C 2.15966 0.94988 0.87889
H 2.02347 3.12820 0.91508
N 1.41420 0.01811 1.58220
H 0.96592 2.26840 -0.27032
H -1.58441 0.49063 -0.04235
H -1.81513 -1.06985 1.45750
H 2.63116 -1.62179 1.87695
N -1.67700 -0.38895 -0.38893
H -1.78604 0.71690 -3.61294
H -1.47663 -2.40912 0.23404
C 1.69346 -1.35202 1.36417
O -1.79569 -1.72680 -2.35638
```

Summary:
E_LUMO = 0.37 eV
HOMO-LUMO gap = 10.1 eV
structure (SMILES) = CNC(C)=O.CNC(C)=O
HOMO = -9.7 eV

=====

The energy of each structure relative to the most stable one, in kJ/mol, is as follows: entry P 151.2; entry Q 0.0; entry R 97.6.

=====

Entry P
The following is a quantum chemistry calculation of the molecule C4H5Cl, from the OMol25 dataset.

```
10
C4H5Cl ωB97M-V/def2-TZVPD
H 1.16594 1.24310 0.61743
H 0.59737 -1.57428 0.12738
H -0.17373 0.98002 1.57282
H -1.11067 0.71321 -3.07785
Cl -1.40268 -1.28394 0.99565
C 0.66068 0.45823 1.03238
C 0.04730 -0.64390 0.22379
C -0.33409 -0.24623 -1.14565
H 1.30329 0.09383 1.82170
C -0.75340 0.25996 -2.16765
```

Summary:
E_LUMO = 1.02 eV
HOMO-LUMO gap = 11.3 eV
structure (SMILES) = C#C[C@@H](C)Cl
HOMO = -10.2 eV

=====

Entry Q
The following is a quantum chemistry calculation of the molecule C4H5Cl, from the OMol25 dataset.

```
10
C4H5Cl ωB97M-V/def2-TZVPD
C 0.49004 1.16272 -0.53252
H -1.69474 -1.11689 -0.60058
C 0.01255 -0.17505 -0.04401
H -0.75934 -1.85458 1.04675
H 0.50951 1.61188 -1.59590
Cl 2.94749 -0.33745 0.29964
H 0.15122 1.99593 0.17380
C -1.17107 -1.01442 0.31543
H -1.85929 -0.36755 0.92456
C 1.37363 0.09542 0.01283
```

Summary:
E_LUMO = 0.86 eV
HOMO-LUMO gap = 9.2 eV
structure (SMILES) = CC1=C(Cl)C1
HOMO = -8.4 eV

=====

The energy of each structure relative to the most stable one, in kJ/mol, is as follows: entry P 0.0; entry Q 110.3.

=====

Entry P
The following is a quantum chemistry calculation of a cluster of 2 separate species, C3H9S in total, from the OMol25 dataset.

```
13
C3H9S ωB97M-V/def2-TZVPD
H -1.82234 1.94095 0.41890
C -1.33791 1.40421 1.23438
H 1.46133 -0.70536 -1.52111
H 1.67617 -2.12138 -2.52930
C 0.00059 0.80931 0.77943
S -0.57278 -2.06378 -1.63281
H 0.36040 0.07912 1.49584
H -0.16756 0.31577 -0.18162
H 0.73459 1.61440 0.65925
H -1.24528 2.12881 2.04757
H -2.02649 0.62451 1.57654
C 1.22935 -1.76908 -1.59774
H 1.70992 -2.25748 -0.74933
```

Summary:
E_LUMO = 4.07 eV
HOMO-LUMO gap = 6.1 eV
net charge = -1
HOMO = -2.1 eV

=====

Entry Q
The following is a quantum chemistry calculation of a cluster of 2 separate species, C3H9S in total, from the OMol25 dataset.

```
13
C3H9S ωB97M-V/def2-TZVPD
S -0.51809 -2.35677 2.79093
H 0.77922 0.97164 1.47741
H -0.81549 1.37539 -0.53397
H 0.26489 0.73076 -2.67227
C 0.21167 0.99660 -0.59290
H -0.72402 -0.17736 0.99580
C 0.20003 0.08601 -1.79440
C 0.29236 0.23470 0.71685
H 0.83188 1.91451 -0.77794
H -0.78150 -0.45180 -2.04035
H 0.93857 -0.64693 -1.75619
H 0.88705 -0.62172 0.63908
H -1.56657 -2.05503 3.54795
```

Summary:
E_LUMO = 3.76 eV
HOMO-LUMO gap = 6.1 eV
net charge = -1
HOMO = -2.4 eV

=====

The energy of each structure relative to the most stable one, in kJ/mol, is as follows: entry P 0.0; entry Q 35.7.

=====

Entry P
The following is a quantum chemistry calculation of a cluster of 2 separate species, C2H6N2O in total, from the OMol25 dataset.

```
11
C2H6N2O ωB97M-V/def2-TZVPD
N 1.03260 0.07059 -0.93502
C -1.67710 -0.51891 0.98218
N -1.26768 -1.64816 0.52825
H -0.74115 -2.23955 1.16367
H 0.71075 -0.22364 -1.84043
H -0.85523 0.11996 1.33794
H 0.71514 -0.19031 -0.01593
C 1.43230 1.38487 -0.87489
H -2.72466 -0.43297 1.31330
O 1.55635 1.95093 0.18974
H 1.81868 1.72719 -1.84879
```

Summary:
E_LUMO = -0.12 eV
HOMO-LUMO gap = 8.7 eV
structure (SMILES) = NC=O.C=N
HOMO = -8.9 eV

=====

Entry Q
The following is a quantum chemistry calculation of the molecule C2H6N2O, from the OMol25 dataset.

```
11
C2H6N2O ωB97M-V/def2-TZVPD
N -0.72400 -1.22947 1.79022
H 1.27393 -0.71385 -0.74496
O -0.27452 0.47333 -0.05645
N 0.27920 -1.63253 0.92584
C -0.06769 1.15932 -1.31247
H -0.13196 -1.27279 2.70303
H 0.82466 1.84516 -1.17932
H -0.91105 1.95163 -1.74287
C 0.52158 -0.67816 0.01736
H -0.81087 -0.11018 1.69468
H 0.02073 0.20754 -2.09505
```

Summary:
E_LUMO = 0.82 eV
HOMO-LUMO gap = 9.7 eV
structure (SMILES) = CO/C=N\N
HOMO = -8.9 eV

=====

Entry R
The following is a quantum chemistry calculation of a cluster of 2 separate species, C2H6N2O in total, from the OMol25 dataset.

```
11
C2H6N2O ωB97M-V/def2-TZVPD
H -2.50414 0.85494 -0.93306
H -2.46848 0.82258 0.84993
C -1.86425 0.76401 -0.05471
N 1.96880 -0.45236 0.09061
H 2.15752 -0.43397 1.11240
N -0.60930 -1.48353 -0.10210
O 1.56099 0.76572 -0.34833
C -1.16972 -0.48195 -0.08444
H 2.83692 -0.74873 -0.39195
H -1.11404 1.55510 -0.06031
H 1.20571 -1.16180 -0.07804
```

Summary:
E_LUMO = 0.92 eV
HOMO-LUMO gap = 9.4 eV
structure (SMILES) = [NH3+][O-].CC#N
HOMO = -8.4 eV

=====

The energy of each structure relative to the most stable one, in kJ/mol, is as follows: entry P 8.3; entry Q 62.9; entry R 0.0.